No. 1
A gas-phase ion, C5H12N2 (charge -1), computed with wB97M-V/def2-TZVPD.

```
19
Properties=species:S:1:pos:R:3:forces:R:3
C -2.483143 -0.210850 0.858585 -0.550 1.207 -2.903
C -0.980562 -0.075195 0.578930 0.109 0.212 2.672
C -0.573533 0.658846 -0.662864 1.392 -2.931 -2.314
C 0.924672 0.636423 -0.682304 0.205 -2.304 -3.175
C 2.230732 -1.122129 -1.316629 1.536 0.515 -2.918
N 1.298665 -0.720898 -0.516928 -0.183 -1.222 1.247
N -0.239687 0.716864 1.670835 -0.683 0.663 0.049
H -2.776870 -0.709290 1.754199 0.034 0.057 0.945
H -2.911918 0.805098 0.696243 -0.152 -0.557 0.846
H -2.986588 -0.804583 0.020362 0.905 0.474 0.839
H -0.596457 -1.081402 0.658637 0.436 -0.124 -0.855
H -0.843363 1.657054 -0.768864 -1.491 1.763 0.004
H -0.639495 0.052704 -1.716597 -1.101 1.278 2.600
H 1.581005 1.042200 0.010318 0.894 2.408 1.340
H 1.198236 0.922125 -1.724996 0.307 0.602 0.495
H 2.284797 -0.606192 -2.348486 0.325 -0.669 1.008
H 2.925581 -1.948977 -1.186785 -0.371 -0.231 0.272
H 0.648395 1.135258 1.337150 -1.246 -0.705 0.278
H -0.005171 0.241671 2.537160 -0.365 -0.437 -0.428
```
Positions in Å, forces in eV/Å.

## Properties
frontier orbital gap (spin up / spin down) = 3.2 / 7.4 eV
energy above the lowest of the compared OMol25 structures with the same formula, charge and spin = 54.6 kcal per mole
multiplicity = 2
net charge = -1
LUMO level (spin up / spin down) = 4.0090 / 3.9913 eV
expectation value of S² = 0.75
HOMO level (spin up / spin down) = 0.0285 / -0.1237 hartree

***

No. 2
2 unconnected molecules or ions with the total composition C3H5NO2, computed with wB97M-V/def2-TZVPD.

```
11
Properties=species:S:1:pos:R:3:forces:R:3
O 1.591816 0.443857 0.178971 0.541 -0.659 0.333
C 0.634252 -0.463117 -0.375961 0.224 -0.315 0.132
C -0.659457 0.234512 -0.033794 0.532 -0.576 1.222
O -0.497352 1.526321 -0.185205 1.171 0.002 0.364
C -1.863182 -0.427147 -0.571351 -0.459 -0.397 0.117
N -2.688529 -1.056245 -1.091676 1.054 0.935 0.785
H 1.450394 0.294336 1.153533 0.209 0.212 -0.340
H 0.814115 -0.521437 -1.453608 -0.032 0.103 0.129
H 0.663357 -1.429124 0.111836 0.192 -0.211 -0.266
H -0.093032 -0.033290 1.753604 -1.482 0.062 -1.868
H 0.600654 1.474120 0.029068 -1.950 0.844 -0.608
```
Positions in Å, forces in eV/Å.

## Properties
frontier orbital gap = 8.7 eV
energy above the lowest of the compared OMol25 structures with the same formula, charge and spin = 117.7 kcal per mole
multiplicity = 1
LUMO level = -0.8810 eV
HOMO level = -0.3535 hartree

***

No. 3
2 unconnected molecules or ions with the total composition C3H8N3, computed with wB97M-V/def2-TZVPD.

```
14
Properties=species:S:1:pos:R:3:forces:R:3
C -1.779058 0.546096 -0.120017 -0.908 0.786 -0.004
C -0.343014 0.979638 0.027357 1.478 3.388 1.735
C 2.660286 -0.599445 0.007850 -2.842 -1.560 -2.338
N -0.400210 -1.222676 0.167282 1.396 -2.390 -0.848
N -1.626702 -0.860054 0.232102 -2.126 -0.122 -0.772
N 0.368594 -0.300892 -0.103083 2.470 1.269 -0.629
H -2.566266 0.881157 0.592290 0.820 0.671 -0.769
H -2.004292 0.806689 -1.191198 -0.538 -0.926 0.895
H -0.089192 1.947305 -0.566011 -0.060 -2.386 0.168
H 0.058346 1.308998 1.044623 -1.274 -0.285 -0.694
H 3.010450 -0.720368 -1.104727 -0.825 0.515 2.337
H 2.154674 -1.477685 0.450445 1.292 0.394 0.053
H 2.911660 0.256283 0.598917 0.162 0.318 0.228
H -2.355280 -1.545045 -0.035831 0.953 0.329 0.636
```
Positions in Å, forces in eV/Å.

## Properties
frontier orbital gap (spin up / spin down) = 7.9 / 7.9 eV
energy above the lowest of the compared OMol25 structures with the same formula, charge and spin = 138.2 kcal per mole
multiplicity = 1
net charge = +1
LUMO level (spin up / spin down) = -6.2286 / -6.2281 eV
HOMO level (spin up / spin down) = -0.5179 / -0.5179 hartree

***

No. 4
C14H17N3O3 in the gas phase, computed with wB97M-V/def2-TZVPD.

```
37
Properties=species:S:1:pos:R:3:forces:R:3
C 3.899066 1.085790 0.819728 -0.176 -1.213 -1.059
C 2.567433 0.798106 1.475545 -0.054 2.341 -1.086
N 2.034663 -0.569359 1.258647 -1.087 2.150 1.378
C 0.707361 -0.695186 1.808372 4.224 -3.047 -3.093
O 0.329141 0.018415 2.646748 -1.787 1.744 2.635
C 0.052607 -1.918927 1.186329 -2.153 -1.310 1.349
N 0.082936 -3.192206 1.984850 -0.859 1.767 1.277
C -1.463353 -1.535260 1.042230 1.410 -0.965 -0.133
C -1.611387 -0.338362 0.240511 -1.130 -0.695 0.213
C -1.821163 0.881828 0.763057 0.722 -0.255 -0.014
N -1.846764 1.786977 -0.302091 0.391 -0.026 -0.650
C -1.765988 1.046348 -1.543395 -0.982 1.465 1.104
C -1.863039 1.575755 -2.853783 -0.526 -4.754 -0.215
C -1.991813 0.493620 -3.813001 1.466 1.805 -0.139
C -1.894626 -0.871460 -3.505781 -0.582 1.242 1.019
C -1.891827 -1.309415 -2.165825 1.277 1.692 -1.203
C -1.727204 -0.344493 -1.163122 -0.203 1.877 -2.131
C 1.631249 2.015733 1.000006 2.117 -1.831 5.942
O 1.376631 2.857838 1.842532 -0.261 0.062 -1.557
O 1.198587 1.903582 -0.183866 -0.621 -0.566 -2.703
H 3.933602 0.880523 -0.255046 -0.098 0.065 0.061
H 4.533434 0.403891 1.313327 1.427 -0.798 0.247
H 4.268958 2.074231 1.002674 -0.103 0.634 0.184
H 2.827449 1.108016 2.499631 -1.067 -1.035 0.093
H 2.042061 -0.916644 0.317441 0.475 0.169 -0.404
H 0.479050 -2.151395 0.223000 0.066 0.163 -0.382
H 0.746528 -3.921055 1.845534 0.860 0.140 -0.581
H 0.050534 -2.969126 2.992128 -0.035 -0.292 -0.811
H -1.890000 -1.292559 2.002803 -0.021 -0.674 0.577
H -1.918032 -2.387378 0.551131 -0.449 -0.183 0.301
H -1.758239 0.968287 1.879018 -0.278 1.075 -1.423
H -2.293147 2.690811 -0.262554 0.111 -0.109 0.002
H -1.868993 2.562354 -3.226596 -0.025 1.061 0.271
H -1.914805 0.747262 -4.900481 -0.361 -0.079 1.078
H -1.793968 -1.473528 -4.387559 -0.279 -0.859 0.162
H -1.790459 -2.328150 -1.972617 -0.032 -1.608 0.466
H 0.343517 2.315135 -0.159523 -1.380 0.847 -0.775
```
Positions in Å, forces in eV/Å.

## Properties
frontier orbital gap = 8.7 eV
energy above the lowest of the compared OMol25 structures with the same formula, charge and spin = 71.5 kcal per mole
multiplicity = 1
LUMO level = 0.6708 eV
SMILES string = C[C@H](NC(=O)[C@@H](N)Cc1c[nH]c2ccccc12)C(=O)O
HOMO level = -0.2965 hartree

***

No. 5
2 unconnected molecules or ions with the total composition C8H22P2Si, computed with wB97M-V/def2-TZVPD.

```
33
Properties=species:S:1:pos:R:3:forces:R:3
C -2.518384 -0.986075 1.074996 3.127 -1.071 -1.983
C -1.647650 2.010651 1.174884 1.093 -1.310 -0.264
C -2.104233 0.791589 -1.515470 0.964 2.754 3.137
C -0.125397 -2.589661 -1.316929 -0.767 -1.139 -1.277
C 1.047937 -2.530988 1.112121 0.126 -0.195 0.529
C 1.502919 2.607247 0.141309 0.021 1.285 -1.979
C 3.214957 0.578676 -0.144214 0.956 -1.405 -0.242
C 0.494157 -0.107635 -0.077965 -1.037 -0.069 2.005
Si -1.382578 0.373803 0.231312 -0.595 -0.808 -0.918
P 1.240190 -1.760745 -0.526143 -1.208 1.181 0.348
P 1.680660 0.909846 0.779130 0.067 -0.450 -1.010
H -2.754469 -1.741312 0.276829 -0.446 0.886 0.796
H -1.997590 -1.562000 1.838624 0.109 0.143 0.183
H -3.296834 -0.471084 1.519169 -2.028 0.723 0.586
H -0.974104 1.974350 2.008543 0.163 0.072 0.968
H -1.254744 2.806367 0.582650 -0.358 0.729 -0.530
H -2.651543 2.192678 1.503385 -0.525 0.019 0.059
H -3.136741 1.081431 -1.477695 -0.768 -0.397 -0.026
H -1.608052 1.808559 -1.612382 -0.133 -1.201 -0.652
H -1.855171 0.108052 -2.240560 0.464 -1.289 -1.945
H -0.092878 -2.302397 -2.381414 0.036 -0.761 0.117
H -1.154609 -2.350652 -1.023245 0.365 -0.022 0.486
H 0.063917 -3.694375 -1.117849 -0.361 1.223 -0.773
H 1.672800 -3.414820 1.173036 0.301 -0.137 0.082
H 0.023453 -2.851551 1.448379 0.868 0.916 -0.357
H 1.516790 -1.702332 1.650553 -0.337 -0.647 1.103
H 2.190431 3.330293 0.635816 -0.492 -0.628 -0.117
H 0.464993 2.922068 0.301992 0.612 0.223 -0.095
H 1.729799 2.683332 -1.013385 -0.491 -0.297 2.230
H 3.141427 0.613600 -1.236588 -0.245 0.700 0.224
H 3.654985 -0.418838 -0.035624 -0.314 -0.004 0.580
H 3.956811 1.237417 0.260557 0.510 0.681 -0.102
H 0.958747 0.454514 -1.993820 0.323 0.295 -1.163
```
Positions in Å, forces in eV/Å.

## Properties
frontier orbital gap (spin up / spin down) = 7.7 / 6.5 eV
multiplicity = 3
LUMO level (spin up / spin down) = 0.9953 / -1.9939 eV
expectation value of S² = 2.01
HOMO level (spin up / spin down) = -0.2453 / -0.3133 hartree

***

No. 6
10 unconnected molecules or ions with the total composition C6H30NO10, computed with wB97M-V/def2-TZVPD.

```
47
Properties=species:S:1:pos:R:3:forces:R:3
O 1.236767 4.590478 0.534455 0.663 0.240 -0.053
C 1.801248 3.648692 1.019181 -1.582 -0.415 0.393
C 1.168541 2.248156 0.903061 1.686 -0.035 -0.514
C 2.366642 1.260671 0.616466 -2.112 -0.452 -0.300
C 2.274655 0.026654 1.488410 0.932 0.422 -0.063
C 1.530326 -1.049982 1.280427 0.260 -0.172 -0.191
C 1.634107 -2.337374 2.045538 0.256 0.917 0.534
N 0.148562 2.289493 -0.169432 1.632 1.626 -1.243
H 2.732731 3.676697 1.603288 0.057 0.340 -0.090
H 0.675880 1.929164 1.819082 0.052 0.323 0.182
H 2.199567 0.988463 -0.425532 0.479 -0.139 -0.079
H 3.328141 1.758503 0.690793 0.044 0.007 0.134
H 2.992805 0.052014 2.304663 -0.166 -0.281 0.170
H 0.879605 -1.091593 0.411059 -0.028 0.137 0.021
H 0.961785 -2.354235 2.906047 -0.073 -0.054 -0.099
H 1.303622 -3.117017 1.376956 0.580 -0.198 0.451
H 2.641885 -2.404419 2.452745 0.102 -0.367 -0.148
H 0.402869 1.827214 -1.079319 -0.057 -0.679 0.661
H -0.748470 1.914433 0.120411 -0.039 0.005 -0.060
H 0.081558 3.244477 -0.539586 -0.305 0.282 0.731
H 0.038264 -1.378358 -1.403594 -0.221 -0.070 0.075
H 0.876541 -2.511984 -1.960955 0.014 -0.031 -0.049
O 0.300392 -1.783102 -2.239759 0.678 0.097 0.265
H 1.354004 0.204127 -2.450390 0.664 0.630 0.612
H 0.175216 0.490998 -3.068511 -0.745 1.118 -0.027
O 0.787947 1.000226 -2.507236 0.189 -1.723 -0.800
H -0.778704 -0.033377 1.296248 0.457 0.114 -0.009
H -2.038512 -0.007245 0.530749 0.213 0.012 -0.580
O -1.186861 0.462563 0.572543 -1.333 -1.450 0.986
H -2.190271 3.693507 -1.392752 0.014 0.186 -0.589
H -2.624082 2.510679 -0.673168 -0.199 -0.245 -0.444
O -2.112102 2.734696 -1.473456 -0.327 0.202 0.702
H -1.288780 -1.682228 -3.026214 -0.126 -0.234 0.062
H -2.752559 -1.226056 -3.370187 0.036 -0.040 -0.132
O -2.226772 -1.814038 -2.821383 -0.503 0.081 -0.089
H -3.527891 -1.357167 0.095456 -0.370 -0.356 -0.290
H -2.784365 -2.082671 -1.074834 0.055 0.355 -0.135
O -2.767637 -1.906467 -0.116007 -0.030 0.202 0.488
H 1.809382 -4.708413 -1.161464 -0.195 0.306 -0.246
H 2.363701 -4.267489 0.122623 0.024 0.518 0.196
O 1.865450 -3.904626 -0.621644 0.161 -0.927 -0.356
H -1.064308 -3.569152 0.456037 0.162 -0.087 -0.113
H -1.454158 -2.878763 1.693211 0.018 0.016 0.150
O -0.664056 -3.225670 1.263501 -1.068 -0.197 -0.302
H -2.468464 3.488163 1.296311 -0.008 0.229 0.102
H -3.887132 3.204103 1.725236 -0.212 0.056 -0.087
O -3.367060 3.447239 0.950911 0.269 -0.271 0.174
```
Positions in Å, forces in eV/Å.

## Properties
frontier orbital gap = 9.7 eV
energy above the lowest of the compared OMol25 structures with the same formula, charge and spin = 14.5 kcal per mole
multiplicity = 1
net charge = +1
LUMO level = -2.7607 eV
HOMO level = -0.4567 hartree

***

No. 7
2 unconnected molecules or ions with the total composition C4H10S, computed with wB97M-V/def2-TZVPD.

```
15
Properties=species:S:1:pos:R:3:forces:R:3
C -2.617553 2.185325 5.201132 0.460 1.630 -0.222
C -2.649613 1.202870 4.334997 -0.085 -1.860 0.196
H -1.980432 2.212531 6.075450 -0.082 -0.509 0.122
H -3.036334 3.165153 4.984805 -0.366 -0.210 -0.041
H -2.174939 0.251511 4.578276 0.195 0.224 0.048
H -3.234118 1.102333 3.432098 -0.122 0.724 -0.105
C 2.444689 -0.845114 -3.221713 -0.033 1.041 -0.565
S 0.747390 -0.686585 -2.582559 -0.006 -0.214 0.128
C 0.773489 -0.941528 -0.784858 0.008 1.353 0.573
H 2.387679 -1.579511 -4.018145 0.472 -0.631 0.448
H 3.202750 -0.954475 -2.454413 -0.097 -0.739 0.086
H 2.783694 0.052465 -3.764831 -0.552 0.135 0.368
H 0.970584 0.012533 -0.277677 0.342 -0.122 -0.205
H -0.257317 -1.112140 -0.496558 -0.245 -0.464 -0.223
H 1.406177 -1.682323 -0.304256 0.112 -0.358 -0.607
```
Positions in Å, forces in eV/Å.

## Properties
frontier orbital gap = 9.3 eV
energy above the lowest of the compared OMol25 structures with the same formula, charge and spin = 37.3 kcal per mole
multiplicity = 1
LUMO level = 0.8797 eV
SMILES string = C=C.CSC
HOMO level = -0.3090 hartree

***

No. 8
A molecular structure, C4H4BiO6, computed with wB97M-V/def2-TZVPD.

```
15
Properties=species:S:1:pos:R:3:forces:R:3
O -0.273405 2.384828 -0.555699 2.935 -1.586 -2.070
C 0.447462 1.394286 -0.877880 -3.702 -2.565 -2.415
C 0.272642 0.082278 -0.166281 1.376 1.631 -5.142
O 0.533430 -1.004985 -1.007329 1.671 2.816 0.398
H 1.471635 0.544280 0.013649 -1.238 -1.065 1.977
H 0.747416 1.326345 -1.937208 1.212 0.468 0.496
H -0.807589 0.025669 0.054915 0.429 -0.082 1.800
C -0.113979 -2.161322 -0.785677 -1.771 -3.182 0.246
O -1.287351 -2.281636 -0.569192 1.020 1.195 0.331
O 0.713137 -3.182118 -0.897161 -0.170 0.217 -0.260
H 1.553990 -2.916166 -1.295373 0.174 -0.139 0.119
O -1.520109 1.681989 2.226415 -0.671 -5.266 5.540
C -0.782740 0.772033 2.651055 3.952 -0.770 -7.258
O 0.125354 0.134986 2.120322 -4.069 1.652 5.887
Bi -1.079894 3.199533 1.025445 -1.149 6.676 0.354
```
Positions in Å, forces in eV/Å.

## Properties
frontier orbital gap (spin up / spin down) = 5.5 / 6.0 eV
energy above the lowest of the compared OMol25 structures with the same formula, charge and spin = 30.5 kcal per mole
multiplicity = 2
net charge = +2
LUMO level (spin up / spin down) = -12.3261 / -12.2702 eV
expectation value of S² = 0.75
HOMO level (spin up / spin down) = -0.6544 / -0.6702 hartree

***

Quick rundown of largest force on an atom, same order as above: 3.99; 2.39; 4.08; 6.57; 4.28; 2.62; 1.87; 8.30 eV/Å